Entry 1:
ORCA calculation (the ωB97M-V functional and the def2-TZVPD basis) on a molecular structure, CHF2FeN3O13S2 in a non-equilibrium geometry.

The energy above the lowest of the compared OMol25 structures with the same formula, charge and spin is 0.0 kcal/mol. The value obtained for the LUMO energy (alpha / beta) is 2.67 / 0.94 eV. The net charge is -1. Its expectation value of S² is 8.758. The spin multiplicity is 6.

Positions of all 23 atoms, in Å:
1 Fe 0.080 -0.542 0.380
2 O 2.653 1.428 2.395
3 C 1.807 0.730 1.661
4 O 2.177 -0.107 0.810
5 O 0.549 0.884 1.750
6 H 2.142 1.782 3.135
7 N -1.003 -1.836 2.397
8 O 0.190 -1.960 1.972
9 O -1.624 -0.892 1.824
10 O -1.525 -2.581 3.176
11 N -0.076 -2.694 -1.064
12 O -1.096 -2.103 -0.592
13 O 1.004 -2.097 -0.752
14 O -0.134 -3.679 -1.731
15 N -0.304 0.718 -1.080
16 S 0.521 1.403 -2.288
17 O 0.995 2.718 -2.056
18 O 0.005 1.062 -3.559
19 F 1.839 0.536 -2.171
20 S -1.679 1.786 -1.181
21 O -2.484 1.759 -2.345
22 O -1.550 2.955 -0.397
23 F -2.488 0.731 -0.284



Entry 2:
ORCA calculation (the ωB97M-V functional and the def2-TZVPD basis) on 2 unconnected molecules or ions with the total composition CHF2IS in a non-equilibrium geometry.

The energy above the lowest of the compared OMol25 structures with the same formula, charge and spin is 0.0 kcal/mol. The value obtained for the LUMO energy (alpha / beta) is 0.59 / -3.51 eV. Its expectation value of S² is 2.006. The spin multiplicity is 3.

Positions of all 6 atoms, in Å:
1 C 0.565 0.309 -0.472
2 F 1.732 -0.324 -0.503
3 F 0.229 0.723 -1.665
4 S -0.044 1.180 0.844
5 I -1.877 -2.117 0.214
6 H -0.604 0.228 1.582



Entry 3:
ORCA calculation (the ωB97M-V functional and the def2-TZVPD basis) on 2 unconnected molecules or ions with the total composition CHF2O3S in a non-equilibrium geometry.

The energy above the lowest of the compared OMol25 structures with the same formula, charge and spin is 91.7 kcal/mol. The value obtained for the LUMO energy (alpha / beta) is 1.89 / 3.53 eV. The net charge is -1.

Positions of all 8 atoms, in Å:
1 C 2.527 -0.343 0.163
2 O -1.838 0.919 0.846
3 O -2.807 -0.985 -0.209
4 O -2.317 0.885 -1.537
5 F 2.132 0.929 0.009
6 F 1.379 -1.068 -0.211
7 S -1.940 0.147 -0.349
8 H 2.865 -0.485 1.288



Entry 4:
ORCA calculation (the ωB97M-V functional and the def2-TZVPD basis) on 2 unconnected molecules or ions with the total composition CHF2O3S in a non-equilibrium geometry.

The energy above the lowest of the compared OMol25 structures with the same formula, charge and spin is 84.7 kcal/mol. The value obtained for the LUMO energy (alpha / beta) is 3.21 / 3.54 eV. The net charge is -1.

Positions of all 8 atoms, in Å:
1 C 1.322 -0.686 -0.445
2 O -1.959 -0.587 1.263
3 O -1.964 0.885 -0.813
4 O -1.257 1.724 1.451
5 F 1.643 -0.037 -1.771
6 F 2.341 -0.198 0.342
7 S -1.567 0.628 0.578
8 H 1.440 -1.728 -0.605



Entry 5:
ORCA calculation (the ωB97M-V functional and the def2-TZVPD basis) on 3 unconnected molecules or ions with the total composition CHF3N2 in a non-equilibrium geometry.

The energy above the lowest of the compared OMol25 structures with the same formula, charge and spin is 230.1 kcal/mol. The value obtained for the LUMO energy (alpha / beta) is -1.93 / -0.74 eV.

Positions of all 7 atoms, in Å:
1 C -0.353 -0.067 1.314
2 N 0.228 -1.044 1.075
3 N 2.121 1.115 1.079
4 F -0.361 -2.666 1.274
5 F 3.390 0.951 1.407
6 F 2.184 1.174 -0.227
7 H -1.001 0.696 1.330



Entry 6:
ORCA calculation (the ωB97M-V functional and the def2-TZVPD basis) on a molecular structure, CHF3NO4RhS2 in a non-equilibrium geometry.

The energy above the lowest of the compared OMol25 structures with the same formula, charge and spin is 15.4 kcal/mol. The value obtained for the LUMO energy (alpha / beta) is -12.59 / -14.29 eV. The net charge is +2. Its expectation value of S² is 6.012. The spin multiplicity is 5.

Positions of all 13 atoms, in Å:
1 N 0.481 1.051 -0.509
2 S 0.332 0.564 -1.958
3 O 1.216 1.155 -2.911
4 O -0.062 -0.845 -2.104
5 S -0.390 0.468 0.776
6 O -1.195 -0.719 0.411
7 O -1.039 1.561 1.447
8 C 0.984 -0.216 1.868
9 F 1.579 -1.195 1.235
10 F 1.821 0.753 2.136
11 F 0.405 -0.654 2.960
12 H -2.366 -0.247 -2.174
13 Rh -1.766 -1.676 -1.177



Entry 7:
ORCA calculation (the ωB97M-V functional and the def2-TZVPD basis) on a gas-phase ion, CHF3O2P (charge -1) in a non-equilibrium geometry.

The SMILES is O=[P@H]([O-])C(F)(F)F. The energy above the lowest of the compared OMol25 structures with the same formula, charge and spin is 34.6 kcal/mol. The value obtained for the LUMO energy is 4.38 eV. The net charge is -1.

Positions of all 8 atoms, in Å:
1 C 0.209 0.391 0.781
2 O 0.077 -1.903 -0.742
3 O 0.466 0.265 -1.953
4 F -0.231 1.714 0.881
5 F 1.516 0.471 0.743
6 F -0.084 -0.216 1.990
7 P -0.261 -0.463 -0.933
8 H -1.692 -0.259 -0.768



Entry 8:
ORCA calculation (the ωB97M-V functional and the def2-TZVPD basis) on 2 unconnected molecules or ions with the total composition CHF3O2P in a non-equilibrium geometry.

The energy above the lowest of the compared OMol25 structures with the same formula, charge and spin is 63.3 kcal/mol. The value obtained for the LUMO energy (alpha / beta) is 4.39 / 0.03 eV. The net charge is -1. Its expectation value of S² is 2.009. The spin multiplicity is 3.

Positions of all 8 atoms, in Å:
1 C -0.777 -0.260 0.041
2 O 0.444 1.849 0.749
3 O 1.313 0.763 -1.388
4 F -0.274 -2.315 -0.578
5 F -1.708 0.268 -0.663
6 F -1.270 -0.717 1.157
7 P 0.827 0.642 -0.027
8 H 1.445 -0.230 0.710



Entry 9:
ORCA calculation (the ωB97M-V functional and the def2-TZVPD basis) on 2 unconnected molecules or ions with the total composition CHF3O2S in a non-equilibrium geometry.

The energy above the lowest of the compared OMol25 structures with the same formula, charge and spin is 81.8 kcal/mol. The value obtained for the LUMO energy is -0.95 eV.

Positions of all 8 atoms, in Å:
1 C 0.458 0.786 0.142
2 O -1.874 -0.414 0.082
3 O -0.230 -1.607 1.491
4 F 1.094 0.304 -1.576
5 F 1.546 1.155 0.807
6 F -0.280 1.796 -0.201
7 S -0.531 -0.852 0.284
8 H -0.182 -1.168 -1.029



Entry 10:
ORCA calculation (the ωB97M-V functional and the def2-TZVPD basis) on a molecular structure, CHF3O3STl in a non-equilibrium geometry.

The energy above the lowest of the compared OMol25 structures with the same formula, charge and spin is 0.0 kcal/mol. The value obtained for the LUMO energy is 3.18 eV. The net charge is -1.

Positions of all 10 atoms, in Å:
1 S 0.505 0.063 0.063
2 O 0.558 1.477 0.590
3 O -0.862 -0.631 -0.080
4 C 0.797 0.403 -1.771
5 F -0.171 1.052 -2.417
6 F 0.956 -0.763 -2.409
7 Tl -1.825 -1.627 1.464
8 O -0.889 -0.464 2.777
9 H -0.985 -0.690 3.717
10 F 1.915 1.180 -1.934